DFT (ωB97M-V with the def2-TZVPD basis set) results for a molecular structure, C50H54LuN11O4S2 at a distorted geometry.

Geometry as XYZ:
```
122
Properties=species:S:1:pos:R:3
Lu 0.25854 -1.12115 0.21350
O -5.06529 -2.93244 -1.32424
C -5.15091 -1.61720 -1.01219
C -6.44550 -1.09431 -0.91513
C -6.65956 0.28053 -0.65723
C -5.54705 1.04607 -0.27542
C -4.26299 0.57180 -0.30750
C -4.00817 -0.76930 -0.75581
C -2.64818 -1.30343 -0.94490
O -1.60735 -0.53416 -0.82892
N -2.50312 -2.59284 -1.10267
N -1.25555 -3.00746 -0.94546
C -1.00132 -4.19144 -1.48282
C 0.07743 -4.95707 -1.06593
C 0.17669 -6.36911 -1.25877
C 1.22492 -7.08579 -0.72855
C 2.15978 -6.46135 0.08525
C 2.05958 -5.11144 0.36948
C 1.00846 -4.33342 -0.14559
O 0.99858 -3.01819 0.17199
H -4.04499 -3.15236 -1.38454
H -7.33035 -1.69614 -1.06581
H -7.63851 0.69708 -0.63077
H -5.73581 2.07670 0.06196
H -3.42897 1.21119 -0.04161
H -1.74761 -4.55890 -2.30543
H -0.58458 -6.85875 -1.82218
H 1.30633 -8.14906 -0.94045
H 2.98259 -7.03016 0.53024
H 2.82101 -4.59309 0.94863
C 2.56490 1.51665 4.42530
N 2.34501 1.18168 3.01925
C 2.15250 2.35089 2.21284
C 2.30364 -0.09300 2.55284
N 2.25121 -0.30730 1.19657
C 3.24167 0.17457 0.37957
C 4.54775 0.58817 0.81815
C 5.47928 1.06191 -0.04735
C 5.28103 0.96523 -1.41099
C 4.08044 0.48447 -1.90835
C 3.08055 0.02819 -1.05011
N 1.96762 -0.75306 -1.53428
C 2.08409 -1.52104 -2.64664
N 3.11434 -2.40532 -2.87452
C 3.82175 -2.91131 -1.72208
C 3.45703 -2.87838 -4.19951
N 1.11175 -1.41418 -3.63048
C 0.40597 -0.15012 -3.83805
C 0.56685 -2.55940 -4.34906
N 2.20464 -1.10111 3.47238
C 1.17433 -1.08950 4.49518
C 2.90606 -2.37236 3.22497
H 3.33204 2.30481 4.50561
H 2.88238 0.65182 5.01319
H 1.62685 1.96737 4.86011
H 3.11950 2.87866 2.08210
H 1.52220 3.00696 2.80757
H 1.72609 2.09203 1.23493
H 4.79085 0.44033 1.87069
H 6.38129 1.52679 0.34931
H 6.06500 1.24312 -2.11258
H 3.90040 0.44230 -2.97451
H 4.07570 -3.98549 -1.91972
H 3.26916 -2.93724 -0.76585
H 4.75167 -2.36905 -1.49208
H 3.14389 -2.12742 -4.92558
H 2.95000 -3.85259 -4.48615
H 4.54637 -3.04179 -4.28357
H 0.46976 0.49134 -2.95902
H -0.65968 -0.21476 -4.06381
H 0.99850 0.40144 -4.58002
H 0.81286 -3.48425 -3.81888
H 0.99799 -2.54067 -5.35008
H -0.53574 -2.35279 -4.43800
H 1.62513 -1.26588 5.47980
H 0.41009 -1.90726 4.32293
H 0.61135 -0.15166 4.58851
H 3.86743 -2.15898 2.78229
H 2.39097 -3.07158 2.52568
H 3.12870 -2.91101 4.17463
S -2.77108 2.00175 4.44247
C -2.24809 3.45375 3.68018
C -2.09708 4.73286 4.25687
C -1.57637 5.74456 3.46865
C -1.20261 5.52037 2.11861
C -1.33341 4.24624 1.56456
C -1.75977 3.16600 2.34803
N -1.69587 1.79858 2.02171
C -2.12641 1.05370 3.03587
C -2.15076 -0.41296 2.88040
C -3.26020 -1.07908 3.40846
C -3.60874 -2.37249 3.09246
C -2.71131 -3.15645 2.37727
C -1.42726 -2.59315 2.10934
C -1.23035 -1.21385 2.12866
H -2.39696 4.89538 5.31221
H -1.39486 6.70617 3.94001
H -0.72531 6.33164 1.65002
H -0.99438 4.00351 0.55944
H -3.94138 -0.54539 4.08537
H -4.62982 -2.64498 3.33217
H -2.88649 -4.21116 2.12972
H -0.62394 -3.30934 1.89983
O 0.09960 1.56380 -0.19139
H -0.47072 1.76607 -1.02528
H -0.59035 1.64820 0.59956
N -3.63597 2.52528 -3.17948
C -2.80728 3.56146 -2.97543
N -1.74423 3.47630 -2.21259
C -1.02383 4.69413 -2.21064
C 0.05373 5.06637 -1.37111
C 0.60998 6.30587 -1.58772
C 0.10693 7.21443 -2.49744
C -1.02502 6.93364 -3.23050
C -1.69670 5.71522 -2.98740
S -3.08828 5.16119 -3.81889
H -3.56207 1.73606 -2.55796
H -4.51710 2.57825 -3.65119
H 0.57160 4.34888 -0.71284
H 1.52396 6.58869 -1.03618
H 0.62346 8.15841 -2.64426
H -1.38653 7.62710 -4.00387
```

Multiplicity = 1
Charge = 0
Strongest force on any atom = 0.084 hartree/bohr
Energy relative to the best compared isomer or geometry (same formula, charge and spin) = 0.0 kcal per mole
HOMO energy = -7.0 eV

Results of the Löwdin charge analysis, in e, for atoms 1 through 4: 1.6851 0.0081 -0.2640 -0.0138


DFT (ωB97M-V with the def2-TZVPD basis set) results for 5 unconnected molecules or ions with the total composition H12NO4 at a distorted geometry.

Geometry as XYZ:
```
17
Properties=species:S:1:pos:R:3
N 0.15613 -0.30024 0.79403
H 0.28208 0.81150 0.90086
H -0.88100 -0.46452 0.98045
H 0.75019 -0.82003 1.39159
H 0.35108 -0.57949 -0.24512
H -3.17704 -0.67045 -0.39342
H -1.92874 -1.16272 -1.32670
O -2.18768 -0.63845 -0.49739
H 0.86607 2.72374 -0.54432
H -0.42719 2.05584 -0.41096
O 0.37250 2.23934 0.11649
H 2.92049 -2.10230 2.15407
H 1.96443 -3.08202 2.59571
O 1.96407 -2.29615 2.12630
H -0.67247 1.86187 -2.78658
H 0.45807 0.97507 -2.99126
O -0.34875 1.01465 -2.35571
```

Multiplicity = 1
Charge = +1
Strongest force on any atom = 0.078 hartree/bohr
Energy relative to the best compared isomer or geometry (same formula, charge and spin) = 32.2 kcal per mole
HOMO energy = -15.6 eV

Results of the Löwdin charge analysis, in e, for atoms 1 through 4: 0.2232 0.1294 0.1297 0.0495


DFT (ωB97M-V with the def2-TZVPD basis set) results for a single C5H11NO molecule at a distorted geometry.

Geometry as XYZ:
```
18
Properties=species:S:1:pos:R:3
C 1.02585 -0.54211 -1.46914
C -0.18082 -0.52167 -0.51643
C 0.23379 -1.42420 0.88903
N -0.58712 0.81927 -0.14498
C 0.38392 1.34567 0.77728
C -1.91923 1.11519 0.02316
O -2.84068 0.55910 -0.53769
H 1.92443 -0.23650 -0.92571
H 1.16705 -1.57261 -1.80855
H 0.94314 0.08754 -2.36957
H -1.06231 -0.93605 -1.04570
H -0.68383 -1.72116 1.40282
H 0.75087 -2.28622 0.48613
H 0.90685 -1.17640 1.76527
H 1.29385 1.65639 0.25249
H -0.02353 2.17965 1.35187
H 0.62397 0.44365 1.36282
H -2.07522 1.95068 0.73874
```

Multiplicity = 1
Charge = 0
Strongest force on any atom = 0.033 hartree/bohr
SMILES string = CC(C)N(C)C=O
Energy relative to the best compared isomer or geometry (same formula, charge and spin) = 42.0 kcal per mole
HOMO energy = -9.4 eV

Results of the Löwdin charge analysis, in e, for atoms 1 through 4: -0.0717 -0.3070 -0.0395 -0.1450